No. 1
{"formula": "C18H24NO2", "method": "the ωB97M-V functional and the def2-TZVPD basis", "relative_energy_ev": 3.7082, "largest_force_ev_per_a": 4.9, "smiles": "CO[C@H]1CC=C2CC[N@+]3(C)CCc4ccc(O)cc4[C@]23C1", "homo_lumo_gap_ev": 9.3, "e_homo_ha": -0.4295, "charge": 1, "symbols": ["C", "O", "C", "C", "C", "C", "C", "C", "N", "C", "C", "C", "C", "C", "C", "C", "O", "C", "C", "C", "C", "H", "H", "H", "H", "H", "H", "H", "H", "H", "H", "H", "H", "H", "H", "H", "H", "H", "H", "H", "H", "H", "H", "H", "H"], "positions_angstrom": [[-1.37, -4.36, 0.09], [-1.00, -3.39, -0.96], [-0.13, -2.27, -0.73], [0.90, -2.14, -1.87], [1.07, -0.69, -2.37], [0.69, 0.35, -1.62], [0.70, 1.82, -2.18], [0.12, 2.57, -1.02], [-0.97, 1.72, -0.59], [-2.03, 1.68, -1.58], [-1.49, 2.32, 0.62], [-1.32, 1.42, 1.84], [0.07, 1.11, 1.89], [0.81, 1.09, 3.08], [1.98, 0.34, 3.24], [2.58, -0.13, 2.04], [3.80, -0.72, 2.10], [1.99, -0.14, 0.82], [0.69, 0.47, 0.79], [-0.20, 0.36, -0.40], [-1.06, -1.03, -0.55], [-1.60, -3.77, 0.99], [-0.60, -5.09, 0.26], [-2.27, -4.85, -0.28], [0.50, -2.27, 0.19], [1.86, -2.60, -1.66], [0.55, -2.74, -2.69], [1.61, -0.61, -3.32], [0.13, 1.82, -3.07], [1.70, 2.02, -2.44], [-0.37, 3.49, -1.41], [0.75, 2.85, -0.19], [-2.93, 1.39, -1.18], [-2.20, 2.71, -1.90], [-1.89, 1.10, -2.49], [-2.63, 2.47, 0.48], [-1.03, 3.22, 1.02], [-1.84, 0.51, 1.78], [-1.65, 2.00, 2.80], [0.33, 1.46, 3.99], [2.55, 0.11, 4.15], [4.00, -0.74, 3.06], [2.65, -0.69, 0.11], [-1.58, -1.17, 0.38], [-1.84, -0.99, -1.19]], "mulliken_charge": [-0.64, -0.47, 0.34, -1.27, -1.30, 0.25, -1.22, -0.82, 0.60, -1.21, -0.51, -0.83, 0.42, -1.52, -0.88, 0.64, -0.50, -0.93, 0.54, 2.13, -1.45, 0.28, 0.27, 0.26, 0.37, 0.35, 0.64, 0.47, 0.44, 0.61, 0.49, 0.51, 0.53, 0.30, 0.41, 0.31, 0.28, 0.27, 0.48, 0.37, 0.28, 0.30, 0.32, 0.40, 0.68]}



No. 2
{"formula": "C18H24NO2P", "method": "the ωB97M-V functional and the def2-TZVPD basis", "relative_energy_ev": 0.0126, "largest_force_ev_per_a": 1.7, "smiles": "CN(C)CCOCCP(=O)(c1ccccc1)c1ccccc1", "homo_lumo_gap_ev": 9.2, "e_homo_ha": -0.3119, "symbols": ["C", "N", "C", "C", "C", "O", "C", "C", "P", "O", "C", "C", "C", "C", "C", "C", "C", "C", "C", "C", "C", "C", "H", "H", "H", "H", "H", "H", "H", "H", "H", "H", "H", "H", "H", "H", "H", "H", "H", "H", "H", "H", "H", "H", "H", "H"], "positions_angstrom": [[3.07, 4.85, 3.89], [2.44, 3.83, 3.07], [3.20, 2.60, 3.12], [1.05, 3.63, 3.44], [0.28, 2.90, 2.34], [0.41, 1.50, 2.49], [-0.43, 0.74, 1.67], [-0.02, 0.72, 0.20], [-1.18, -0.43, -0.65], [-2.59, -0.14, -0.36], [-0.67, -2.10, -0.12], [0.58, -2.63, -0.41], [0.91, -3.90, 0.03], [-0.01, -4.64, 0.75], [-1.27, -4.12, 1.04], [-1.59, -2.85, 0.60], [-0.78, -0.34, -2.43], [-1.83, -0.58, -3.30], [-1.63, -0.56, -4.67], [-0.36, -0.30, -5.17], [0.69, -0.06, -4.30], [0.49, -0.08, -2.93], [2.53, 5.79, 3.78], [3.09, 4.58, 4.96], [4.09, 4.99, 3.55], [4.19, 2.77, 2.69], [2.69, 1.84, 2.53], [3.32, 2.22, 4.14], [0.94, 3.06, 4.37], [0.60, 4.61, 3.57], [-0.79, 3.17, 2.40], [0.66, 3.23, 1.36], [-0.38, -0.28, 2.07], [-1.47, 1.09, 1.74], [1.02, 0.40, 0.11], [-0.14, 1.70, -0.26], [1.29, -2.05, -0.98], [1.88, -4.31, -0.19], [0.24, -5.63, 1.09], [-1.98, -4.70, 1.60], [-2.56, -2.41, 0.80], [-2.81, -0.76, -2.88], [-2.45, -0.74, -5.34], [-0.19, -0.28, -6.23], [1.68, 0.15, -4.69], [1.32, 0.11, -2.26]], "mulliken_charge": [-1.03, -0.08, -0.84, -0.76, -0.53, -0.29, -0.89, -0.54, 1.13, -0.83, 0.36, -0.38, -0.67, -0.42, -0.59, -0.29, 0.45, -0.51, -0.56, -0.40, -0.76, -0.16, 0.33, 0.36, 0.33, 0.35, 0.16, 0.32, 0.27, 0.53, 0.47, 0.27, 0.27, 0.39, 0.38, 0.50, 0.23, 0.39, 0.38, 0.39, 0.43, 0.42, 0.39, 0.38, 0.38, 0.27]}



No. 3
{"formula": "C18H25BBrF2N3O14P2", "method": "the ωB97M-V functional and the def2-TZVPD basis", "largest_force_ev_per_a": 5.0, "homo_lumo_gap_ev": 5.9, "e_homo_ha": -0.3161, "symbols": ["C", "C", "P", "C", "C", "N", "C", "C", "O", "C", "O", "C", "C", "O", "C", "C", "N", "C", "O", "F", "C", "O", "F", "C", "N", "P", "O", "Br", "H", "H", "H", "H", "H", "H", "H", "H", "H", "H", "H", "H", "H", "H", "H", "H", "H", "H", "H", "H", "H", "H", "H", "H", "H", "B", "O", "C", "O", "C", "O", "O", "O", "C", "O", "C", "O", "O"], "positions_angstrom": [[4.26, -0.16, 0.16], [3.06, -0.71, 0.98], [2.45, -2.32, 0.23], [1.13, -2.88, 1.40], [0.64, -4.32, 1.05], [1.75, -1.88, -1.36], [0.70, -1.21, -1.68], [-0.29, -0.63, -0.68], [-1.15, -1.70, -0.36], [-2.48, -1.26, -0.04], [-2.48, 0.00, 0.56], [-3.35, 0.90, -0.17], [-3.00, 2.34, 0.32], [-2.75, 3.16, -0.84], [0.54, -1.03, -3.21], [2.05, -1.19, -3.63], [2.73, 0.11, -3.56], [4.10, 0.05, -3.98], [4.51, -0.35, -4.96], [4.94, 0.57, -3.09], [2.09, 1.05, -4.46], [1.95, 0.89, -5.57], [1.63, 2.12, -3.87], [2.40, -2.30, -2.62], [1.54, -3.43, -3.07], [4.09, -3.18, -2.59], [5.28, -2.12, -2.15], [4.44, -3.64, -4.78], [4.47, 0.89, 0.36], [5.12, -0.81, 0.32], [3.99, -0.27, -0.91], [3.32, -0.84, 2.03], [2.24, 0.01, 0.83], [1.63, -2.97, 2.37], [0.31, -2.18, 1.55], [-0.25, -4.59, 1.63], [1.43, -5.00, 1.38], [0.52, -4.48, -0.03], [-0.79, 0.20, -1.20], [0.21, -0.23, 0.21], [-3.11, -1.34, -0.94], [-2.87, -1.98, 0.68], [-3.16, 0.88, -1.26], [-4.40, 0.64, 0.02], [-2.06, 2.27, 0.87], [-3.84, 2.70, 0.91], [-1.81, 3.03, -1.03], [-0.19, -1.66, -3.71], [0.09, -0.02, -3.28], [1.98, -1.48, -4.69], [1.60, -3.52, -4.08], [1.84, -4.28, -2.60], [5.85, -2.00, -2.93], [-4.07, 3.86, 5.04], [-5.50, 3.52, 4.95], [-6.21, 4.63, 5.20], [-7.40, 4.70, 5.20], [-5.24, 5.76, 5.46], [-5.54, 6.90, 5.72], [-4.00, 5.30, 5.37], [-3.39, 3.04, 6.07], [-2.42, 2.36, 5.48], [-1.68, 1.59, 6.03], [-2.42, 2.70, 4.01], [-1.67, 2.25, 3.18], [-3.38, 3.57, 3.76]], "mulliken_charge": [-0.68, -0.36, 0.07, -0.39, -1.19, 0.20, 0.83, -0.62, -0.29, -0.47, -0.31, -0.36, -0.42, -0.59, -1.18, -1.25, 0.39, 0.15, -0.30, -0.24, 0.53, -0.33, -0.24, 0.95, -0.59, -0.06, -0.42, -0.21, 0.43, 0.28, -0.09, 0.57, 0.09, 0.52, 0.30, 0.37, 0.42, 0.21, 0.25, 0.23, 0.40, 0.27, 0.40, 0.40, 0.20, 0.33, 0.32, 0.49, 0.48, 0.63, 0.33, 0.31, 0.31, 1.16, -0.48, 0.59, -0.59, 0.59, -0.58, -0.49, -0.52, 0.40, -0.61, 0.71, -0.63, -0.58]}



No. 4
{"formula": "C18H25FN2NbO4P", "method": "the ωB97M-V functional and the def2-TZVPD basis", "largest_force_ev_per_a": 5.4, "homo_lumo_gap_ev": [4.6, 4.6], "e_homo_ha": [-0.7912, -0.7912], "charge": 4, "symbols": ["Nb", "C", "C", "O", "N", "C", "C", "C", "C", "C", "C", "N", "H", "H", "H", "H", "H", "H", "H", "H", "H", "H", "C", "O", "P", "O", "C", "O", "C", "H", "H", "H", "H", "H", "H", "H", "H", "H", "F", "C", "C", "C", "C", "C", "C", "C", "H", "H", "H", "H", "H", "H"], "positions_angstrom": [[0.49, -0.15, 0.13], [-2.88, 0.98, 2.37], [-1.69, 0.12, 2.32], [-1.29, -0.29, 1.15], [-1.05, -0.39, 3.38], [-0.19, -1.56, 3.18], [1.20, -1.07, 3.20], [2.02, -1.50, 4.25], [3.33, -1.09, 4.23], [3.83, -0.64, 3.02], [2.96, -0.26, 2.03], [1.62, -0.34, 2.13], [-3.60, 0.78, 1.55], [-2.63, 2.07, 2.32], [-3.39, 0.83, 3.32], [-1.38, -0.16, 4.31], [-0.41, -1.88, 2.13], [-0.41, -2.42, 3.86], [1.63, -2.15, 5.06], [3.98, -1.33, 5.07], [4.93, -0.57, 2.82], [3.36, 0.21, 1.12], [1.35, -2.91, -0.70], [1.63, -1.59, -0.35], [-0.88, -0.80, -2.02], [0.41, -0.86, -2.97], [0.47, -0.41, -4.32], [-1.49, -2.26, -2.22], [-2.72, -2.46, -2.97], [0.35, -3.13, -1.07], [1.52, -3.57, 0.16], [2.03, -3.22, -1.50], [1.50, -0.25, -4.56], [-0.09, 0.54, -4.43], [0.04, -1.18, -4.95], [-2.73, -1.95, -3.97], [-3.63, -2.16, -2.40], [-2.75, -3.54, -3.09], [-2.56, 4.41, -3.26], [-1.63, 3.74, -2.59], [-2.13, 3.14, -1.38], [-1.16, 2.49, -0.57], [0.18, 2.25, -1.08], [1.21, 1.81, -0.07], [0.54, 2.79, -2.41], [-0.36, 3.59, -3.19], [-3.20, 3.17, -1.14], [-1.31, 2.36, 0.52], [1.31, 2.32, 0.91], [2.25, 1.84, -0.44], [1.59, 2.75, -2.71], [-0.15, 3.91, -4.23]], "mulliken_charge": [0.94, -1.35, 0.85, -0.45, -0.01, -0.95, 0.77, -0.76, -0.43, -0.65, 0.00, 0.08, 0.37, 0.35, 0.47, 0.29, 0.23, 0.59, 0.42, 0.46, 0.41, 0.31, -0.66, -0.44, 0.74, -0.06, -0.66, -0.21, -0.67, 0.28, 0.39, 0.34, 0.29, 0.35, 0.35, 0.38, 0.35, 0.29, -0.18, 0.34, -0.67, 0.27, 0.55, -1.13, -0.56, -0.65, 0.55, 0.35, 0.52, 0.64, 0.49, 0.52]}



What is the formula in the third record? C18H25BBrF2N3O14P2